{"formula": "C4H6O", "method": "wB97M-V/def2-TZVPD", "species": ["H", "H", "H", "C", "C", "C", "H", "H", "H", "O", "C"], "positions_angstrom": [[0.39063, 1.97580, -0.01775], [-1.56033, -0.43283, -0.24629], [1.47492, -0.38835, -0.94500], [0.32940, -0.61059, 0.94517], [-0.57410, -0.00507, -0.10205], [0.60946, -0.86687, -0.49376], [0.36595, -1.83892, -0.91141], [-0.08651, -1.40607, 1.55515], [1.00678, 0.05588, 1.47533], [-1.42475, 2.06405, -0.89796], [-0.53145, 1.45297, -0.36144]], "e_above_lowest_kcal_mol": 8.2, "spin_multiplicity": 1, "smiles": "O=CC1CC1", "e_lumo_ev": 1.10, "total_charge": 0, "fmax_ev_per_a": 0.4}

***

{"formula": "C2H3Cl2FS", "method": "wB97M-V/def2-TZVPD", "species": ["Cl", "S", "F", "Cl", "C", "H", "H", "H", "C"], "positions_angstrom": [[1.39366, 1.14069, 1.68365], [-1.27970, -0.76362, -1.49097], [-0.74886, 1.23162, 0.55569], [-0.46159, -0.97629, 1.78094], [0.49574, -0.39731, -0.54576], [-1.57538, 0.59544, -1.24579], [0.93611, -1.38969, -0.24686], [1.13735, 0.34861, -1.19312], [0.10267, 0.21054, 0.70222]], "e_above_lowest_kcal_mol": 24.9, "spin_multiplicity": 1, "smiles": "FC(Cl)(Cl)CS", "e_lumo_ev": 0.09, "total_charge": 0, "fmax_ev_per_a": 3.4}